Record 1
2 unconnected molecules or ions with the total composition C4H10O2 at a distorted geometry, computed with wB97M-V/def2-TZVPD.

Geometry as XYZ:
```
16
Properties=species:S:1:pos:R:3:forces:R:3:lowdin_charge:R:1
C -0.215576 1.008654 -2.003968 -0.33 0.73 -0.10 -0.07
C -0.765625 0.306607 -0.684234 0.31 0.18 -0.41 -0.16
C 0.032606 -0.892542 -0.989874 0.47 -0.26 0.05 -0.34
O 1.147174 -1.140472 -0.567542 -0.44 -0.28 -0.15 0.03
H 0.262281 0.443231 -2.850647 -0.70 -0.18 1.13 0.10
H 0.577805 1.675558 -1.668610 -0.25 0.29 -0.15 0.08
H -1.064221 1.511557 -2.433995 0.01 0.71 -0.36 0.07
H -0.478041 0.879279 0.213301 0.07 -0.44 -0.66 0.10
H -1.859136 0.125324 -0.624848 0.73 0.09 -0.57 0.13
H -0.390898 -1.414683 -1.861372 0.06 -0.62 0.11 0.13
C 0.399566 0.086747 2.558413 0.20 0.16 0.31 -0.17
O -0.198539 -0.869946 1.722132 -0.10 -0.30 0.40 -0.15
H 1.220221 0.660263 2.098163 -0.24 -0.22 -0.18 0.09
H -0.376752 0.789656 2.850667 -0.03 0.16 0.17 0.08
H 0.809434 -0.377882 3.459391 -0.03 0.02 0.07 0.07
H 0.435181 -1.135539 1.045021 0.27 -0.02 0.33 0.02
```
Positions in Å, forces in eV/Å.

Calculated values
Kohn-Sham gap = 10.86 eV
Spin multiplicity = 1
SMILES = CCC=O.CO
LUMO energy = 0.97 eV



Record 2
A molecular structure, C6H18N8NiO10 at a distorted geometry, computed with wB97M-V/def2-TZVPD.

Geometry as XYZ:
```
43
Properties=species:S:1:pos:R:3:forces:R:3:lowdin_charge:R:1
Ni 0.138206 -0.140823 -0.370345 -0.38 0.28 -0.22 0.77
O -1.938544 -2.073203 -3.279715 0.10 0.88 -2.07 0.09
C -1.863694 -2.219213 -1.963435 -2.21 -5.65 0.47 -0.95
O -2.313994 -3.253483 -1.481215 -1.32 -2.19 -0.38 -0.03
O -1.339564 -1.414243 -1.284675 3.94 6.73 3.45 0.01
H -1.497144 -1.225653 -3.371435 0.05 0.46 -0.66 0.05
O 2.835306 3.030477 0.060595 0.27 0.94 -1.05 0.09
C 2.507396 1.896647 0.680775 -2.60 -2.47 0.97 -0.81
O 1.752236 1.087317 0.073785 0.41 0.66 -1.25 -0.07
O 2.831636 1.705097 1.855865 1.18 0.59 1.21 -0.03
H 3.195776 3.619657 0.727315 0.22 -0.05 0.21 0.10
C 2.236086 -2.552513 -0.135045 -2.09 2.78 0.99 -0.76
O 1.601006 -1.676153 -0.678495 -1.03 1.18 -1.91 0.05
N 2.846116 -2.338363 0.983745 2.81 1.78 3.30 0.20
N 2.153186 -3.797413 -0.388835 -0.23 -6.04 -2.68 0.19
H 3.254576 -3.089703 1.521095 -0.22 0.55 0.04 0.11
H 2.819256 -1.380803 1.303855 0.36 -0.01 0.29 0.12
H 1.414386 -4.154583 -0.977635 0.30 0.21 -0.19 0.14
H 2.923126 -4.405843 -0.149865 -0.47 -0.03 -0.06 0.11
C 0.252946 -0.888703 2.860605 1.96 0.76 -3.38 -0.74
O 0.172266 -0.661513 1.651725 -1.67 -0.53 -0.50 0.01
N -0.234054 -1.868993 3.530705 -3.05 -4.07 2.24 0.18
N 1.187776 -0.259873 3.508845 1.87 2.15 1.83 0.18
H -0.893494 -2.547183 3.176715 0.11 0.44 -0.28 0.13
H 0.071116 -2.015523 4.482275 -0.22 0.04 -0.32 0.11
H 1.559586 0.506757 2.966505 0.81 0.64 0.27 0.09
H 1.266826 -0.350213 4.511685 0.19 0.52 -0.33 0.11
C -2.301214 1.874997 0.777515 -0.43 -2.42 -1.07 -0.91
O -1.538124 1.197547 0.071805 1.10 0.06 -0.43 -0.04
N -3.445224 1.392987 1.167785 -1.83 -2.42 0.38 0.13
N -2.162914 3.098357 1.099355 3.22 3.77 -0.08 0.11
H -3.634664 0.548357 0.647385 -0.89 -0.26 0.83 0.12
H -3.973444 1.903137 1.861195 -0.60 -0.51 -0.30 0.03
H -2.813014 3.666557 1.623395 -0.05 0.15 -0.18 0.00
H -1.368554 3.431307 0.571875 0.16 1.31 0.63 0.08
C -0.465954 1.373027 -3.144845 2.56 -3.85 3.48 -0.72
O 0.196626 0.712997 -2.302185 0.15 -0.20 -1.78 -0.02
N -0.721784 2.584197 -2.889505 -1.16 5.11 0.66 0.19
N -0.963454 0.893957 -4.264645 -1.11 -1.28 -2.23 0.17
H -0.213484 3.019427 -2.132995 -0.58 -0.03 0.22 0.12
H -1.436844 3.069487 -3.412275 0.39 0.44 0.30 0.09
H -0.443684 0.208277 -4.793595 -0.39 0.05 0.17 0.13
H -1.652604 1.493437 -4.695665 0.35 -0.47 -0.60 0.10
```
Positions in Å, forces in eV/Å.

Calculated values
<S²> = 3.753
Total charge = -1
Kohn-Sham gap (alpha / beta) = 2.02 / 7.08 eV
Spin multiplicity = 4
LUMO energy (alpha / beta) = 2.46 / 2.41 eV



ΔE to the lowest compared entry with this formula, charge and spin across the listed records, respectively: 48.9, 24.7 kcal/mol.